1.
DFT (the ωB97M-V functional and the def2-TZVPD basis) results for C39H76F30N10O26S10 as an isolated structure at a distorted geometry.

Computed properties:
- HOMO energy (eV) = -7.50
- orbital gap (Eh) = 0.1961
- spin multiplicity = 1
- E_LUMO (eV) = -2.16

Geometry (Å):
C: 3.73155 7.93237 -8.36262
C: 4.53696 9.09426 -8.85992
C: 4.08377 9.58399 -10.20099
O: 2.75077 10.12391 -10.15113
C: 2.23947 10.45968 -11.50230
N: 4.38658 10.29558 -7.91374
H: 3.49479 10.63245 -8.24741
H: 4.41336 10.06371 -6.93108
H: 5.02310 11.06299 -8.07505
H: 3.98716 7.13963 -9.06570
H: 2.66257 8.13897 -8.41442
H: 4.09538 7.60814 -7.38763
H: 5.61497 8.96805 -8.96024
H: 4.29486 8.71763 -10.82787
H: 4.77209 10.31277 -10.62899
H: 1.99229 9.56969 -12.08102
H: 2.92983 11.14742 -11.99069
H: 1.26137 10.94069 -11.50972
C: -2.35180 11.00623 5.42398
C: -2.44009 9.80516 6.36385
C: -1.48490 9.93114 7.63930
O: -0.07221 9.87147 7.24628
C: 0.32432 8.48274 7.20552
N: -3.85663 9.71453 6.85812
H: -4.02505 9.05822 7.60711
H: -4.04782 10.61118 7.28187
H: -4.55658 9.54210 6.15071
H: -1.31955 11.12299 5.09395
H: -2.62693 11.99699 5.78563
H: -2.88187 10.83536 4.48700
H: -2.16519 8.91496 5.79810
H: -1.75477 9.17202 8.37347
H: -1.61411 10.93050 8.05485
H: -0.40379 7.79832 7.64086
H: 1.20680 8.42314 7.84253
H: 0.49513 8.23049 6.15896
C: 3.00568 0.10230 -2.71831
C: 1.92567 -0.08201 -1.69971
C: 2.59625 -0.30048 -0.30464
N: 1.59180 -0.60568 0.87524
C: 0.89598 0.74135 1.29457
C: -0.20211 0.67024 2.36113
C: -1.30709 -0.32659 2.10379
C: -0.76093 -1.67398 1.65430
C: 0.39365 -1.63488 0.61002
C: 2.43024 -1.17258 2.06017
H: 2.53295 0.11519 -3.70038
H: 3.71857 -0.70411 -2.54627
H: 3.47840 1.07091 -2.55573
H: 1.20136 -0.84997 -1.97122
H: 1.31219 0.81811 -1.73863
H: 3.17294 0.56864 0.01185
H: 3.31162 -1.12225 -0.33678
H: 0.42797 1.01396 0.34866
H: 1.60545 1.55191 1.46110
H: -0.61415 1.66755 2.51506
H: 0.25877 0.47135 3.32867
H: -2.04510 0.04807 1.39452
H: -1.99983 -0.38208 2.94352
H: -1.60169 -2.31143 1.38066
H: -0.40362 -2.23880 2.51535
H: 0.01654 -1.18672 -0.30924
H: 0.83035 -2.59450 0.33338
H: 1.85365 -1.23582 2.98301
H: 3.36786 -0.61942 2.11472
H: 2.62625 -2.18590 1.70967
C: 5.04640 -4.93870 -10.35084
O: 6.35797 -5.42101 -10.56595
C: 7.40746 -4.68659 -10.00898
C: 8.67940 -5.38955 -10.43669
N: 8.84045 -6.67474 -9.58753
H: 8.87698 -6.39422 -8.61796
H: 7.94106 -7.13429 -9.59180
C: 10.23015 -7.39778 -9.75776
C: 10.30654 -8.31046 -10.94999
O: 9.95972 -7.66891 -12.20688
C: 10.46248 -8.46875 -13.32068
H: 4.33474 -5.47722 -10.97664
H: 5.03692 -3.86023 -10.50867
H: 4.67432 -5.19301 -9.35837
H: 7.23241 -4.77262 -8.93657
H: 7.28646 -3.61578 -10.17278
H: 9.48624 -4.67202 -10.28742
H: 8.62048 -5.80732 -11.44172
H: 10.30590 -7.98983 -8.84571
H: 11.07241 -6.70598 -9.76877
H: 9.81988 -9.24405 -10.66772
H: 11.36627 -8.56499 -10.96710
H: 10.24620 -9.53703 -13.33070
H: 11.55103 -8.51148 -13.28422
H: 10.15354 -8.06970 -14.28681
C: -10.34615 -1.93895 4.73928
O: -10.66523 -3.03307 3.86322
C: -12.03956 -3.36180 3.99613
C: -12.36971 -4.41533 2.95883
N: -11.57913 -5.66505 3.23403
H: -10.63218 -5.47733 3.53091
H: -11.97667 -6.12818 4.03874
C: -11.45937 -6.54227 2.03041
C: -10.21560 -7.40296 2.04673
O: -9.14937 -6.61883 2.50111
C: -7.89733 -7.24056 2.68815
H: -10.94999 -1.04988 4.55753
H: -9.27600 -1.75280 4.64852
H: -10.44484 -2.23850 5.78265
H: -12.64925 -2.53086 3.64128
H: -12.38860 -3.76312 4.94756
H: -12.02780 -4.11286 1.96902
H: -13.41622 -4.71427 2.89921
H: -11.32338 -5.99561 1.09727
H: -12.41562 -7.06038 2.10283
H: -10.09696 -7.86998 1.06902
H: -10.31215 -8.26537 2.70630
H: -7.16638 -6.61844 3.20466
H: -7.35654 -7.58385 1.80622
H: -7.99920 -8.13248 3.30638
C: -9.85561 7.82857 10.29359
F: -10.25489 6.75251 9.61493
F: -9.20847 8.69723 9.53972
F: -10.92761 8.44344 10.75444
S: -8.66276 7.25428 11.68189
O: -8.34992 8.53369 12.35698
O: -9.46376 6.29841 12.46225
N: -7.32357 6.54193 10.77928
S: -7.30341 5.11588 11.32115
O: -7.14188 5.13954 12.76523
O: -8.39992 4.34050 10.75903
C: -5.66397 4.42418 10.47564
F: -5.65625 4.83017 9.22988
F: -4.55741 4.86137 11.04844
F: -5.76394 3.08470 10.50892
C: 1.49959 9.70458 -1.55504
F: 1.98306 10.84715 -1.04075
F: 0.19394 9.51972 -1.24025
F: 1.67567 9.83884 -2.84705
S: 2.56059 8.22263 -1.01406
O: 2.31738 8.23435 0.42854
O: 1.99302 7.09645 -1.73305
N: 4.12258 8.70861 -1.67061
S: 5.02403 8.28296 -0.49257
O: 5.24142 9.37358 0.47814
O: 4.83635 6.94275 0.08360
C: 6.70566 8.07162 -1.46847
F: 7.66963 8.64080 -0.80679
F: 6.98207 6.75882 -1.70109
F: 6.56659 8.68794 -2.65992
C: 9.99826 -3.54279 -2.41380
F: 10.01318 -2.93681 -3.56062
F: 10.93917 -3.15193 -1.65342
F: 8.80358 -3.25292 -1.87337
S: 10.10897 -5.46374 -2.70798
O: 11.06989 -5.57498 -3.75982
O: 10.43684 -5.99420 -1.39551
N: 8.56157 -5.86297 -3.37393
S: 7.78077 -6.53005 -2.22334
O: 8.23810 -7.85630 -1.78469
O: 7.50540 -5.56916 -1.11294
C: 5.95528 -6.76470 -2.99171
F: 6.08795 -7.65967 -3.87873
F: 5.07433 -7.11784 -2.01687
F: 5.57779 -5.59953 -3.55722
C: -0.24523 -6.60415 10.95151
F: 0.87970 -5.85656 10.86485
F: -1.35712 -5.82499 10.91576
F: -0.14032 -7.39458 9.87584
S: -0.31174 -7.78891 12.58289
O: -0.90750 -7.07255 13.70517
O: -0.99319 -9.04312 12.13015
N: 1.31071 -8.38446 12.70576
S: 2.18075 -7.31625 13.51742
O: 3.52566 -7.25068 12.94956
O: 1.49640 -6.03984 13.80469
C: 2.44820 -8.17759 15.18986
F: 1.26618 -8.28610 15.86477
F: 2.86602 -9.40773 14.96415
F: 3.34142 -7.56807 15.93408
C: -6.03717 -6.66776 -6.67075
F: -4.99669 -7.51170 -6.93003
F: -6.95421 -6.79402 -7.62382
F: -6.54366 -6.96612 -5.45607
S: -5.40405 -4.75049 -6.59859
O: -4.18419 -4.71260 -5.77939
O: -5.22153 -4.44708 -8.01857
N: -6.86623 -3.90261 -6.04487
S: -6.51506 -3.61403 -4.57128
O: -6.34622 -4.77740 -3.62110
O: -5.43084 -2.61707 -4.41133
C: -8.05757 -2.69645 -3.99379
F: -7.97128 -2.55413 -2.67738
F: -8.16171 -1.50145 -4.53407
F: -9.11633 -3.50464 -4.23150

2.
DFT (the ωB97M-V functional and the def2-TZVPD basis) results for C42H59BGeN2P2Pt as an isolated structure at a distorted geometry.

Computed properties:
- HOMO energy (spin up / spin down) (eV) = -10.30 / -10.27
- total charge = +1
- orbital gap (spin up / spin down) (Eh) = 0.2813 / 0.1922
- spin multiplicity = 2
- E_LUMO (spin up / spin down) (eV) = -2.65 / -5.04

Geometry (Å):
Pt: -0.00552 0.56952 0.68153
C: 1.83121 0.91998 -2.50950
C: 3.06497 0.74962 -1.60951
C: 4.11776 1.78436 -2.01017
C: 3.62174 -0.66096 -1.81246
P: 2.43275 0.92741 0.14405
C: 2.44406 2.78297 0.31071
N: 1.15722 3.22936 -0.11904
B: -0.00411 2.59124 0.34373
N: -1.08810 3.28232 -0.21956
C: -2.42824 2.95260 0.13779
P: -2.54509 1.09920 0.15296
C: -4.04306 0.90494 1.24801
C: -3.64277 1.52508 2.60631
C: -5.29737 1.58679 0.70206
C: -4.30582 -0.58101 1.48926
C: -2.87820 0.73565 -1.66459
C: -3.38636 -0.70499 -1.78303
C: -1.51538 0.82607 -2.37329
C: -3.84533 1.69371 -2.35805
C: -0.60339 4.24196 -1.12433
C: -1.25686 5.07023 -2.01565
C: -0.48253 5.86687 -2.85754
C: 0.90474 5.84189 -2.78982
C: 1.56539 5.01740 -1.88030
C: 0.80047 4.21182 -1.05968
C: 3.67360 0.44934 1.44498
C: 5.08603 0.95032 1.14801
C: 3.67232 -1.08126 1.57795
C: 3.16968 1.05357 2.77159
H: 2.13612 0.81659 -3.55569
H: 1.36889 1.90206 -2.39063
H: 1.08821 0.15713 -2.29256
H: 4.55197 1.45896 -2.95874
H: 4.93012 1.88012 -1.29170
H: 3.67762 2.76666 -2.18253
H: 3.79619 -0.82247 -2.87912
H: 2.92661 -1.41960 -1.47056
H: 4.57425 -0.79932 -1.29738
H: 3.24025 3.25799 -0.25503
H: 2.59346 3.01194 1.36293
H: -3.15962 3.41265 -0.52230
H: -2.62988 3.29458 1.15047
H: -3.76059 2.60850 2.61402
H: -2.60940 1.28583 2.87505
H: -4.29333 1.12266 3.38605
H: -5.11157 2.60598 0.35863
H: -6.03569 1.63982 1.50702
H: -5.73902 1.01611 -0.11464
H: -3.41138 -1.07667 1.84943
H: -4.64432 -1.10202 0.59486
H: -5.08185 -0.68703 2.25264
H: -2.81781 -1.38695 -1.15312
H: -3.28676 -1.04060 -2.81944
H: -4.44038 -0.78819 -1.51099
H: -0.73920 0.32392 -1.79960
H: -1.20287 1.86213 -2.52286
H: -1.58582 0.34667 -3.35519
H: -4.82787 1.72213 -1.89140
H: -3.97827 1.34728 -3.38700
H: -3.45234 2.70964 -2.41384
H: -2.33887 5.09901 -2.07007
H: -0.96862 6.51200 -3.57697
H: 1.48133 6.46882 -3.45647
H: 2.64783 5.00909 -1.82892
H: 5.52386 0.45620 0.28063
H: 5.72051 0.72619 2.00966
H: 5.11441 2.03111 0.99094
H: 4.02934 -1.57455 0.67298
H: 2.67650 -1.45438 1.79932
H: 4.32898 -1.37175 2.40269
H: 3.55529 2.06187 2.92750
H: 3.51494 0.43411 3.60240
H: 2.07806 1.09046 2.81876
C: 1.56075 -2.99866 5.01598
C: 1.39346 -4.00812 4.07648
C: 0.92458 -3.70883 2.80297
C: 0.62126 -2.39146 2.45303
C: 0.77031 -1.38923 3.41541
C: 1.24240 -1.68721 4.68838
Ge: -0.09423 -1.99941 0.66516
C: 1.02363 -2.75476 -0.73948
C: 2.14771 -3.51924 -0.41402
C: 2.89215 -4.13987 -1.41173
C: 2.54975 -3.96793 -2.74594
C: 1.44192 -3.19903 -3.08520
C: 0.68092 -2.60291 -2.08710
C: -1.72929 -3.05601 0.63435
C: -2.43431 -3.21260 1.83192
C: -3.54140 -4.04817 1.90037
C: -3.96754 -4.72617 0.76622
C: -3.27606 -4.58261 -0.43058
C: -2.16248 -3.75549 -0.49585
H: 1.92570 -3.23773 6.00733
H: 1.62392 -5.03415 4.33601
H: 0.78713 -4.51000 2.08480
H: 0.50510 -0.36941 3.16733
H: 1.35899 -0.89947 5.42352
H: 2.43837 -3.64308 0.62175
H: 3.74713 -4.74979 -1.14514
H: 3.14733 -4.42913 -3.52318
H: 1.17585 -3.06025 -4.12632
H: -0.19440 -2.02120 -2.36160
H: -2.10308 -2.69000 2.72355
H: -4.06378 -4.17968 2.84017
H: -4.83781 -5.36875 0.81636
H: -3.59331 -5.12957 -1.30984
H: -1.61370 -3.68072 -1.42675

3.
DFT (the ωB97M-V functional and the def2-TZVPD basis) results for C3H3AgLiO4 as an isolated structure at a distorted geometry.

Computed properties:
- HOMO energy (spin up / spin down) (eV) = -9.93 / -15.08
- total charge = +1
- orbital gap (spin up / spin down) (Eh) = 0.2010 / 0.2986
- spin multiplicity = 3
- E_LUMO (spin up / spin down) (eV) = -4.46 / -6.95

Geometry (Å):
C: -2.02953 0.97669 0.36786
C: -1.28394 0.89343 -0.93445
O: 0.02920 0.43468 -0.74021
C: 0.20002 -0.89400 -0.34488
O: 0.82220 -1.11318 0.72794
O: 0.45057 -1.59083 -1.31223
O: -1.54174 0.66715 1.43493
H: -2.97685 1.54709 0.32324
H: -1.17553 1.90332 -1.35285
H: -1.85911 0.23434 -1.60595
Ag: 2.24548 0.70173 -0.40388
Li: -0.51600 -0.85822 2.10290

4.
DFT (the ωB97M-V functional and the def2-TZVPD basis) results for C31H39N7O2PRuS5Sb as an isolated structure at a distorted geometry.

Computed properties:
- HOMO energy (spin up / spin down) (eV) = -3.21 / -4.88
- total charge = -1
- orbital gap (spin up / spin down) (Eh) = 0.1913 / 0.2251
- spin multiplicity = 6
- E_LUMO (spin up / spin down) (eV) = 2.00 / 1.25

Geometry (Å):
Ru: 8.00743 20.61934 9.81860
N: 10.61055 22.50664 17.63231
C: 9.95505 21.82724 16.64812
C: 8.71136 22.25091 16.20175
C: 7.94467 21.51592 15.27274
C: 8.45058 20.32105 14.78815
C: 9.71407 19.84365 15.28700
C: 10.49789 20.65402 16.01669
S: 7.60654 19.42062 13.50648
O: 7.98852 18.02325 13.53727
O: 6.17744 19.71629 13.45135
N: 8.33034 20.24249 12.17570
C: 9.58647 19.91740 11.87649
N: 10.49449 19.28155 12.60024
C: 11.65274 18.96911 12.00084
C: 11.93858 19.22451 10.67054
C: 11.03727 20.02490 9.97069
N: 9.86093 20.33160 10.55496
H: 10.12898 23.22212 18.20612
H: 11.46566 22.10223 18.01637
H: 8.20534 23.08955 16.70877
H: 6.98044 21.94684 14.97783
H: 10.01400 18.85913 14.94971
H: 11.50972 20.26688 16.23509
H: 12.33462 18.38032 12.64192
H: 12.91424 18.90234 10.24046
H: 11.17102 20.34677 8.91522
S: 4.95187 21.81310 6.68320
Sb: 5.85388 19.91370 7.51940
S: 8.19103 20.36044 7.52206
S: 5.67217 20.32565 9.93529
S: 5.54959 17.74858 7.09836
C: 10.62788 23.51383 10.79571
C: 9.15917 23.57392 11.27362
C: 8.91146 24.99542 11.83639
P: 7.91395 23.02168 9.94875
C: 8.41352 24.02020 8.40675
C: 7.31739 24.48377 7.43764
C: 9.54301 23.25526 7.68977
C: 6.26657 23.67444 10.58635
C: 5.04242 23.52808 9.67226
C: 5.98337 23.07440 12.01057
H: 11.32856 23.55070 11.65698
H: 10.94563 24.34911 10.13984
H: 10.78501 22.60665 10.22262
H: 9.02568 22.82332 12.09426
H: 9.24930 25.69658 11.06763
H: 9.60823 25.09875 12.72780
H: 7.89815 25.15620 12.19082
H: 8.85398 24.96024 8.79888
H: 6.67343 23.60098 7.16621
H: 7.79194 24.86649 6.52142
H: 6.73421 25.32260 7.88384
H: 9.17338 22.70472 6.83732
H: 10.02166 22.51518 8.32456
H: 10.30291 23.94672 7.38144
H: 6.47420 24.79350 10.79167
H: 4.80719 22.44968 9.59875
H: 5.24684 23.86088 8.66292
H: 4.25895 24.12921 10.06176
H: 5.43725 22.14622 11.86430
H: 5.39732 23.77995 12.63256
H: 6.89136 22.86847 12.57152
N: 6.80087 13.22565 10.23003
C: 7.21497 11.93552 10.10119
C: 6.78973 10.69906 10.62309
C: 7.65886 9.59891 10.46513
C: 8.90969 9.66817 9.79440
C: 9.29215 10.88668 9.24682
C: 8.49111 11.98892 9.40408
N: 8.78129 13.31103 9.15077
C: 7.84222 14.03535 9.74160
C: 7.86753 15.48130 9.73086
C: 7.05259 16.21235 10.62613
C: 7.10293 17.60188 10.49012
N: 8.00512 18.29176 9.77981
C: 8.81207 17.56318 9.00300
C: 8.80269 16.18226 8.98758
H: 6.00556 13.57900 10.78917
H: 5.83094 10.57145 11.07656
H: 7.37145 8.68518 10.92808
H: 9.53874 8.76580 9.76871
H: 10.28714 11.02211 8.76126
H: 6.35128 15.68724 11.33884
H: 6.39861 18.18429 11.08001
H: 9.48654 18.06624 8.34488
H: 9.52722 15.61026 8.40718

Energy above the lowest of the compared OMol25 structures with the same formula, charge and spin list, top to bottom, in kcal/mol: 321.0 36.1 0.0 40.5